No. 1
Density functional theory data (ωB97M-V with the def2-TZVPD basis set) for a 2-piece molecular cluster, H4O2 overall in a non-equilibrium geometry.

Total charge: 0
Structure (SMILES): O.O
Energy relative to the best compared isomer or geometry (same formula, charge and spin) (kJ/mol): 25.56
Kohn-Sham gap (hartree): 0.4462
LUMO level (eV): 0.8
Spin multiplicity: 1

The geometry in XYZ format:
```
6
Properties=species:S:1:pos:R:3:forces:R:3:lowdin_charge:R:1
O -1.290 -0.051 0.262 -0.6 -1.1 0.8 -0.07
O 1.241 0.312 -0.532 0.4 0.8 -0.4 -0.07
H -1.116 -0.675 1.002 -0.3 0.7 -0.8 0.06
H -0.623 0.621 0.360 0.4 0.5 0.3 0.00
H 0.451 0.272 -1.097 0.6 -0.7 0.5 0.04
H 1.337 -0.480 0.004 -0.4 -0.1 -0.4 0.04
```
Positions in Å, forces in eV/Å.

***

No. 2
Density functional theory data (ωB97M-V with the def2-TZVPD basis set) for C20H49Cd3F6N3O14P3S2 as an isolated structure in a non-equilibrium geometry.

Total charge: +1
Energy relative to the best compared isomer or geometry (same formula, charge and spin) (kJ/mol): 700.41
Kohn-Sham gap (hartree): 0.3432
LUMO level (eV): -2.4
Spin multiplicity: 1

The geometry in XYZ format:
```
100
Properties=species:S:1:pos:R:3:forces:R:3:lowdin_charge:R:1
Cd -1.106 -0.451 1.376 -2.0 -5.6 2.4 1.41
Cd 2.287 1.778 -2.543 4.0 0.0 -2.3 1.41
Cd -0.372 4.590 0.649 -1.3 1.5 1.6 1.42
S 0.320 1.280 -0.047 0.6 0.2 2.4 0.28
S 3.088 3.324 3.112 -0.8 0.6 -1.6 0.82
P -2.791 2.489 1.988 1.4 1.4 1.0 0.44
P 2.579 4.757 -0.743 1.1 0.3 -2.2 0.42
P -0.552 3.742 -2.706 2.1 0.5 1.6 0.52
F 4.119 5.226 -0.438 -3.1 -0.3 0.2 -0.12
F -0.793 4.643 -4.050 -0.1 -1.8 2.6 -0.12
F -2.825 2.729 3.588 -0.9 0.0 -2.0 -0.13
F -4.331 2.614 1.477 2.8 -0.2 1.1 -0.11
F -1.751 2.679 -2.637 1.2 1.5 -0.7 -0.12
F 2.262 5.793 -1.963 0.5 -1.3 2.0 -0.14
O 3.855 4.436 3.717 -2.0 -3.5 -1.3 -0.23
O -0.678 4.614 -1.388 -0.2 -2.0 -6.5 -0.44
O -0.992 0.683 -0.232 -1.5 2.2 -6.2 -0.44
O 1.528 4.999 0.323 4.9 0.9 -1.4 -0.41
O 1.306 1.004 -1.086 -1.9 -2.5 2.7 -0.46
O -1.962 3.693 1.470 -3.9 -3.0 1.6 -0.42
O 0.762 2.913 -3.001 -7.1 4.7 -0.6 -0.48
O 3.336 1.774 3.774 -2.0 2.8 0.6 -0.19
O 3.816 2.914 1.634 -0.9 1.6 1.8 -0.21
O 1.634 3.454 2.846 3.5 -0.3 1.3 -0.30
O 0.261 2.703 0.240 1.0 -3.0 -0.9 -0.44
O 0.666 0.496 1.170 4.4 1.3 0.5 -0.45
O 2.774 3.404 -1.404 0.6 2.7 2.2 -0.41
O -2.288 1.072 1.899 -3.2 4.0 0.8 -0.40
N -0.786 -1.223 3.402 0.9 1.2 3.9 -0.25
N -2.517 -1.965 0.215 -2.0 -2.1 1.0 -0.20
N 1.984 0.342 -4.099 -0.7 -1.1 -1.4 -0.26
C 4.068 0.980 2.933 2.8 -0.6 -1.8 -0.23
C -0.411 -2.608 3.446 0.2 -2.0 -1.6 -0.27
C 3.119 -1.412 -2.629 -0.5 -1.2 -0.8 -0.07
C 1.039 -0.744 5.340 -1.5 -0.2 -0.4 -0.05
C -4.340 -0.233 -0.527 0.8 0.0 -1.0 -0.07
C 0.025 -1.183 -4.802 0.3 -0.1 0.7 -0.05
C 2.087 0.819 -5.522 -0.5 0.7 -1.9 -0.21
C 3.918 1.529 1.492 -0.1 -1.3 0.8 -0.20
C -1.860 -0.995 4.389 -2.3 1.2 -0.3 -0.24
C 0.369 -0.388 3.974 0.9 -0.2 -0.6 -0.23
C -3.938 -1.513 0.185 -1.2 1.0 1.4 -0.26
C -2.067 -2.097 -1.143 1.9 0.5 -1.2 -0.27
C 0.605 -0.143 -3.791 -0.9 -0.9 -0.8 -0.24
C -3.378 -4.491 -0.009 0.8 0.6 0.1 -0.06
C -2.610 -3.395 0.795 -0.3 0.3 0.0 -0.21
C 2.934 -0.813 -4.004 1.5 1.4 0.1 -0.26
C 0.703 -2.895 2.394 -0.9 -0.5 1.3 -0.05
C -3.328 -1.275 3.904 1.0 -0.3 0.6 -0.06
C -0.600 -2.618 -1.262 -0.4 0.2 0.1 -0.06
C 1.281 2.081 -6.051 0.2 0.0 2.5 -0.05
H 5.098 1.049 3.281 0.3 -0.1 -0.2 0.13
H 0.255 2.104 -5.682 -0.1 -0.3 0.0 0.06
H 1.221 2.337 -7.109 0.6 -0.8 -0.1 0.08
H 0.742 -1.944 -5.111 0.3 0.2 0.0 0.07
H -2.080 -1.097 -1.577 0.0 0.1 0.0 0.10
H -0.446 -0.811 -5.712 0.0 0.3 0.3 0.08
H 1.475 -1.738 5.444 0.9 0.3 -0.6 0.07
H -4.322 -1.304 1.183 0.8 -0.3 0.6 0.10
H -1.681 -1.386 5.391 0.3 -1.0 -0.3 0.12
H 3.830 -0.083 2.884 -0.7 0.1 0.7 0.13
H -0.111 0.667 -3.657 0.3 0.3 -0.3 0.10
H 3.032 1.012 1.124 -0.4 0.7 -0.5 0.09
H 2.811 -1.590 -4.758 -0.6 0.1 0.0 0.12
H -0.673 -1.773 -4.209 -0.5 0.2 -0.3 0.06
H 0.093 0.665 4.038 -0.6 -0.1 -0.1 0.12
H -4.397 -4.280 -0.335 0.1 0.4 0.3 0.07
H -4.642 -2.299 -0.090 0.4 -0.2 -0.7 0.11
H 1.088 -0.375 3.155 0.4 -0.1 0.4 0.06
H 0.332 -0.817 6.168 -0.5 0.5 -0.1 0.07
H -3.459 -5.311 0.706 0.2 -0.3 -0.4 0.08
H -3.097 -3.406 1.770 -0.1 0.8 0.0 0.09
H -4.340 -0.406 -1.603 -0.3 0.2 -0.1 0.08
H 3.883 -0.344 -4.264 0.2 0.0 -0.2 0.11
H 0.385 -2.571 1.403 0.4 0.3 0.0 0.02
H 1.650 0.133 5.554 0.6 -0.5 0.1 0.08
H -3.678 0.617 -0.363 0.2 -0.2 0.2 0.05
H -2.741 -2.688 -1.763 -0.1 -0.3 0.1 0.12
H 4.761 1.314 0.835 0.1 0.0 0.3 0.14
H 3.107 -0.712 -1.794 0.0 -0.2 0.0 0.06
H -0.226 -2.422 -2.267 -0.2 -0.4 0.0 0.04
H -1.866 0.062 4.655 0.1 0.3 -0.5 0.11
H 1.737 2.922 -5.529 0.0 0.4 -0.2 0.06
H -5.328 0.060 -0.172 0.0 -0.1 -0.2 0.09
H 0.116 -2.105 -0.619 -0.2 0.5 0.2 0.04
H -3.478 -2.284 3.519 0.1 -0.1 0.1 0.05
H 1.825 -0.006 -6.185 0.0 -0.3 0.2 0.11
H 0.878 -3.968 2.325 0.0 0.0 0.1 0.09
H -2.836 -4.758 -0.916 0.1 -0.4 0.2 0.07
H 4.043 -1.987 -2.692 0.3 0.3 0.4 0.09
H 1.606 -2.431 2.790 0.1 0.1 -0.7 0.07
H -0.123 -3.063 4.393 0.3 0.8 0.5 0.12
H 3.139 1.018 -5.724 0.0 0.0 0.2 0.11
H 2.382 -2.211 -2.542 -0.4 0.2 0.7 0.07
H -1.329 -3.161 3.248 0.0 -0.2 -0.5 0.10
H -1.594 -3.708 1.034 0.0 -0.2 -0.4 0.09
H 0.594 -0.635 -2.818 0.5 0.1 0.0 0.07
H -0.456 -3.668 -1.009 -0.3 -0.1 -0.3 0.08
H -3.683 -0.573 3.149 0.3 0.1 0.1 0.04
H -3.945 -1.162 4.796 -0.2 0.0 -0.1 0.08
```
Positions in Å, forces in eV/Å.

***

No. 3
Density functional theory data (ωB97M-V with the def2-TZVPD basis set) for a 10-piece molecular cluster, C23H66N4O10 overall in a non-equilibrium geometry.

Total charge: 0
Structure (SMILES): NC(N)=O.NC(N)=O.CC(C)O.CC(C)O.CC(C)O.CC(C)O.CC(C)O.CCO.CCO.CCO
Energy relative to the best compared isomer or geometry (same formula, charge and spin) (kJ/mol): 0.00
Kohn-Sham gap (hartree): 0.3532
LUMO level (eV): 0.1
Spin multiplicity: 1

The geometry in XYZ format:
```
103
Properties=species:S:1:pos:R:3:forces:R:3:lowdin_charge:R:1
O 3.925 -0.777 -2.852 0.1 -0.2 -0.3 -0.10
O -3.206 -4.473 -1.271 -0.4 -0.5 -0.6 -0.03
O 2.923 1.943 4.795 0.9 0.1 0.1 -0.06
O -2.769 -0.656 5.362 0.2 -0.2 0.5 -0.05
O 2.518 -2.910 1.232 -0.2 0.2 0.4 -0.10
O 0.324 4.336 -4.665 0.0 0.0 0.2 -0.07
O -3.931 3.006 0.685 -0.2 -0.3 0.0 -0.05
O -2.158 0.216 -3.602 0.1 -0.1 -0.3 -0.12
O 1.463 -0.838 -0.354 0.2 0.4 -0.1 0.00
O 2.472 3.313 0.391 -0.3 0.3 -0.1 0.02
N 3.640 1.658 -0.627 -0.6 0.6 0.3 0.18
N 1.152 -0.291 -2.555 0.1 0.1 0.3 0.19
N 4.620 3.727 -0.245 -0.7 -0.3 -0.3 0.15
N -0.642 -0.668 -1.196 0.2 0.4 -0.2 0.19
C 1.102 3.896 -3.528 0.0 0.2 -0.6 -0.48
C 2.087 0.750 2.896 0.4 -0.9 -1.1 -0.05
C 1.348 -3.147 2.022 0.7 -0.4 -0.7 -0.33
C 1.856 5.125 -3.047 -0.6 -0.1 0.6 -0.04
C 1.771 -3.913 3.256 -0.2 -0.1 -0.3 -0.09
C -1.460 -0.418 3.364 1.1 0.0 -0.1 -0.06
C -4.072 -3.150 0.589 -0.2 0.2 0.0 -0.05
C 4.379 -1.982 -3.455 1.4 -0.7 0.3 -0.31
C -4.855 -2.769 -1.787 -0.5 0.1 0.3 -0.06
C -2.769 2.957 1.519 0.5 1.0 -0.6 -0.48
C -3.721 -3.218 -0.891 0.7 1.0 0.5 -0.52
C -2.347 -2.630 4.152 0.3 0.4 0.7 -0.05
C 2.056 -0.250 5.191 0.6 -0.6 -0.1 -0.06
C -2.134 -0.669 -4.748 0.5 0.3 0.6 -0.27
C 0.717 -0.563 -1.293 -0.6 -1.0 0.0 -0.62
C 0.196 3.311 -2.463 0.1 0.2 0.0 -0.06
C 2.832 0.632 4.217 -1.8 0.6 0.1 -0.45
C -1.949 -2.066 -4.226 0.3 -0.5 0.2 -0.08
C -1.579 2.344 0.785 -0.7 -0.3 -0.2 -0.05
C -2.474 4.427 1.810 0.3 -0.3 1.1 -0.06
C 3.304 -2.653 -4.246 -1.3 0.2 -0.3 -0.09
C -2.616 -1.138 4.026 0.0 0.3 0.0 -0.48
C 3.495 2.938 -0.144 0.9 -0.5 0.1 -0.68
H 4.440 1.355 -1.146 -0.1 0.0 0.0 0.08
H -1.259 -0.398 -5.346 -0.2 0.0 -0.3 0.11
H 0.879 -4.197 3.818 0.2 0.2 0.3 0.07
H 1.212 5.690 -2.364 0.0 0.1 -0.2 0.09
H -1.322 2.967 -0.071 0.1 0.0 0.0 0.07
H 1.819 3.157 -3.906 0.0 -0.1 0.2 0.13
H 0.850 -2.209 2.284 0.0 0.0 0.0 0.08
H -5.029 -1.714 -1.560 0.2 0.1 -0.2 0.08
H -3.180 4.833 2.538 -0.2 0.1 -0.2 0.08
H -4.611 -2.862 -2.842 0.0 -0.1 0.0 0.07
H -2.617 -4.849 -0.612 0.0 0.3 0.2 0.09
H 2.055 2.356 4.809 -0.1 -0.2 -0.1 0.08
H 2.467 -3.305 3.831 -0.2 0.0 0.2 0.06
H -4.624 -2.232 0.807 0.0 0.0 -0.1 0.08
H -1.188 -0.361 -1.991 -0.3 -0.1 0.2 0.05
H -1.893 1.372 0.389 0.3 0.0 0.1 0.06
H 1.937 -1.262 4.791 0.0 0.0 0.0 0.06
H 4.770 -2.686 -2.704 -0.4 0.1 0.2 0.12
H 2.604 -0.327 6.131 -0.1 0.0 0.0 0.08
H -4.386 2.158 0.686 0.1 -0.1 0.0 0.08
H -1.274 -0.688 2.318 -0.6 0.3 -0.1 0.07
H 0.671 -3.746 1.398 -0.3 0.0 0.3 0.11
H 3.716 -3.347 -4.974 0.0 -0.1 0.1 0.08
H -0.163 2.314 -2.730 0.0 0.0 0.1 0.05
H 1.040 1.044 3.006 0.1 0.4 0.3 0.06
H 1.061 0.145 5.394 0.0 0.2 -0.1 0.07
H 0.716 3.267 -1.503 0.0 -0.2 0.0 0.07
H 2.298 -2.214 0.596 0.0 0.0 -0.1 0.02
H -3.339 0.115 5.412 0.0 0.0 -0.3 0.09
H -0.709 2.223 1.427 0.0 0.0 0.0 0.08
H 2.789 1.116 -0.587 0.3 -0.4 -0.2 0.07
H -2.159 -2.801 -5.003 -0.1 0.0 0.1 0.09
H -0.925 -2.245 -3.887 0.1 0.2 -0.1 0.07
H -2.935 -2.456 -1.049 0.1 -0.2 0.0 0.11
H -3.110 -3.055 4.805 -0.1 -0.3 -0.4 0.08
H -2.481 5.028 0.906 -0.1 -0.1 -0.2 0.08
H -0.666 3.973 -2.358 0.0 0.0 0.1 0.09
H -2.215 -3.149 3.207 -0.3 0.0 -0.1 0.06
H -5.819 -3.235 -1.567 0.2 -0.4 -0.1 0.08
H 4.565 4.594 0.254 0.3 0.1 0.0 0.10
H 5.290 -1.808 -4.045 -0.4 0.4 -0.4 0.11
H 2.602 1.394 2.182 -0.2 0.4 0.3 0.06
H 2.288 -4.834 2.986 0.0 0.0 -0.1 0.07
H -0.292 3.637 -4.898 0.0 0.0 0.0 0.07
H 3.845 0.275 4.060 0.1 0.1 0.1 0.14
H 2.026 -0.189 2.327 0.1 -0.2 0.4 0.07
H -0.488 -0.692 3.796 -0.3 -0.2 0.5 0.05
H 2.092 -0.576 -2.806 -0.1 0.6 0.1 0.05
H 2.557 -3.157 -3.625 0.4 -0.3 0.2 0.08
H 2.662 -1.953 -4.797 0.5 0.2 -0.1 0.08
H -2.108 1.121 -3.925 -0.1 0.1 0.1 0.08
H -2.552 -2.272 -3.343 -0.3 0.1 -0.2 0.05
H -1.403 -2.724 4.700 0.0 -0.1 0.0 0.08
H 4.682 -0.352 -2.443 0.0 0.0 0.1 0.08
H -2.966 2.395 2.435 -0.1 0.1 0.1 0.12
H 2.719 4.842 -2.444 0.2 0.0 -0.3 0.07
H 0.520 0.153 -3.196 0.1 -0.2 -0.2 0.08
H -3.555 -0.929 3.502 0.1 -0.2 -0.2 0.13
H 5.484 3.323 -0.554 0.1 0.3 0.2 0.09
H 2.088 5.771 -3.889 0.4 -0.1 0.0 0.08
H -1.488 4.524 2.277 0.0 0.0 -0.1 0.08
H -3.176 -3.112 1.212 0.0 -0.2 0.0 0.05
H -1.068 -0.733 -0.290 0.1 0.1 0.1 0.08
H -3.052 -0.546 -5.322 0.0 0.0 -0.1 0.11
H -4.703 -3.990 0.885 0.1 0.0 0.0 0.09
H -1.487 0.663 3.513 -0.4 0.0 -0.4 0.07
```
Positions in Å, forces in eV/Å.